{
  "formula": "C26H67CuN3O10",
  "method": "the ωB97M-V functional and the def2-TZVPD basis",
  "spin_multiplicity": 2,
  "energy_ha": -3587.6493,
  "homo_lumo_gap_ha": [0.2526, 0.2171],
  "lumo_ev": [0.0662, -0.7794],
  "symbols": ["Cu", "C", "C", "O", "H", "H", "H", "H", "H", "C", "C", "O", "H", "H", "H", "H", "H", "C", "O", "C", "C", "N", "C", "C", "O", "C", "H", "H", "H", "H", "H", "H", "H", "H", "H", "H", "H", "H", "H", "H", "H", "C", "O", "C", "C", "N", "C", "C", "O", "C", "H", "H", "H", "H", "H", "H", "H", "H", "H", "H", "H", "H", "H", "H", "H", "C", "O", "C", "C", "N", "C", "C", "O", "C", "H", "H", "H", "H", "H", "H", "H", "H", "H", "H", "H", "H", "H", "H", "H", "C", "C", "O", "H", "H", "H", "H", "H", "H", "C", "C", "O", "H", "H", "H", "H", "H", "H"],
  "coordinates": [[-26.05, 16.79, 13.85], [-23.87, 20.32, 15.61], [-24.09, 19.67, 14.22], [-25.25, 18.88, 14.22], [-23.38, 19.69, 16.35], [-24.76, 20.66, 16.13], [-23.21, 21.17, 15.45], [-23.18, 19.18, 13.86], [-24.27, 20.53, 13.58], [-30.17, 17.36, 11.84], [-28.69, 17.34, 11.45], [-27.68, 17.18, 12.36], [-30.51, 18.15, 12.51], [-30.46, 16.38, 12.23], [-30.78, 17.52, 10.95], [-28.46, 18.29, 10.96], [-28.48, 16.60, 10.69], [-27.93, 13.88, 17.85], [-27.45, 14.24, 16.53], [-27.79, 13.33, 15.49], [-27.72, 13.95, 14.12], [-26.39, 14.49, 13.82], [-26.20, 14.26, 12.41], [-24.84, 14.71, 11.87], [-24.66, 16.11, 12.13], [-23.60, 16.66, 11.35], [-27.35, 14.44, 18.59], [-27.77, 12.83, 18.06], [-29.00, 13.93, 18.05], [-28.82, 13.00, 15.63], [-27.12, 12.47, 15.59], [-28.41, 14.79, 14.17], [-28.07, 13.23, 13.39], [-25.88, 13.72, 14.23], [-27.00, 14.69, 11.81], [-26.32, 13.21, 12.14], [-24.91, 14.50, 10.80], [-24.03, 14.13, 12.30], [-23.75, 16.76, 10.27], [-22.70, 16.12, 11.64], [-23.45, 17.70, 11.63], [-26.43, 19.85, 9.40], [-25.69, 19.04, 8.46], [-26.10, 17.66, 8.60], [-25.09, 16.84, 7.80], [-25.12, 16.99, 6.40], [-24.40, 15.87, 5.75], [-22.84, 15.92, 5.82], [-22.38, 16.86, 4.89], [-20.94, 17.00, 4.87], [-25.92, 20.81, 9.37], [-26.34, 19.46, 10.42], [-27.48, 20.11, 9.25], [-27.07, 17.43, 8.17], [-26.11, 17.36, 9.65], [-25.25, 15.79, 8.09], [-24.08, 17.04, 8.15], [-24.61, 17.83, 6.18], [-24.68, 15.82, 4.70], [-24.75, 14.91, 6.13], [-22.48, 14.96, 5.45], [-22.41, 16.17, 6.79], [-20.63, 17.73, 4.13], [-20.43, 16.11, 4.51], [-20.51, 17.36, 5.80], [-23.01, 15.75, 15.02], [-24.36, 16.22, 15.28], [-24.86, 15.93, 16.58], [-26.00, 16.90, 17.00], [-27.06, 16.81, 16.00], [-28.06, 17.83, 16.36], [-29.42, 17.43, 15.78], [-29.70, 16.06, 16.11], [-30.93, 15.55, 15.54], [-22.70, 15.86, 13.98], [-23.04, 14.67, 15.18], [-22.26, 16.19, 15.68], [-24.09, 16.18, 17.31], [-25.06, 14.86, 16.64], [-25.56, 17.88, 17.13], [-26.35, 16.72, 18.02], [-27.56, 15.96, 16.23], [-27.79, 18.82, 16.00], [-28.25, 17.83, 17.44], [-29.47, 17.59, 14.70], [-30.19, 18.07, 16.21], [-31.13, 14.55, 15.93], [-30.91, 15.51, 14.45], [-31.72, 16.21, 15.88], [-22.70, 10.61, 14.59], [-24.11, 11.18, 14.80], [-24.48, 12.05, 13.76], [-22.61, 10.04, 13.67], [-22.50, 9.98, 15.47], [-21.94, 11.37, 14.71], [-24.14, 11.86, 15.66], [-24.78, 10.32, 14.88], [-24.68, 11.54, 12.97], [-29.66, 21.84, 13.71], [-28.61, 20.78, 13.34], [-27.55, 21.06, 14.24], [-29.96, 21.69, 14.75], [-30.57, 21.80, 13.12], [-29.30, 22.85, 13.52], [-28.32, 20.92, 12.29], [-28.99, 19.76, 13.42], [-26.90, 20.36, 14.18]],
  "mulliken_spin": [0.72, 0.01, -0.01, 0.21, 0.00, 0.00, 0.00, 0.01, 0.00, 0.00, 0.00, 0.03, 0.00, 0.00, 0.00, 0.00, 0.00, 0.00, 0.00, 0.00, -0.01, 0.04, 0.00, 0.00, 0.00, 0.00, 0.00, 0.00, 0.00, 0.00, 0.00, 0.00, 0.00, 0.00, 0.00, 0.00, 0.00, 0.00, 0.00, 0.00, 0.00, 0.00, 0.00, 0.00, 0.00, 0.00, 0.00, 0.00, 0.00, 0.00, 0.00, 0.00, 0.00, 0.00, 0.00, 0.00, 0.00, 0.00, 0.00, 0.00, 0.00, 0.00, 0.00, 0.00, 0.00, 0.00, -0.01, 0.00, -0.01, 0.03, 0.00, 0.00, 0.00, 0.00, 0.00, 0.00, 0.00, 0.00, 0.00, 0.00, 0.00, 0.00, 0.00, 0.00, 0.00, 0.00, 0.00, 0.00, 0.00, 0.00, 0.00, 0.00, 0.00, 0.00, 0.00, 0.00, 0.00, 0.00, 0.00, 0.00, 0.00, 0.00, 0.00, 0.00, 0.00, 0.00, 0.00]
}

---

{
  "formula": "C2H7NS2",
  "method": "the ωB97M-V functional and the def2-TZVPD basis",
  "spin_multiplicity": 1,
  "energy_ha": -931.4703,
  "e_above_lowest_kcal_mol": 33.5,
  "homo_lumo_gap_ha": 0.3550,
  "smiles": "C=NC.SS",
  "lumo_ev": 0.0605,
  "symbols": ["C", "N", "C", "H", "H", "H", "H", "H", "S", "S", "H", "H"],
  "coordinates": [[-0.62, 1.12, 0.21], [-0.43, 1.42, -1.06], [-0.50, 0.39, -2.08], [-0.73, 1.96, 0.90], [-0.62, 0.04, 0.54], [-1.44, 0.64, -2.73], [-0.56, -0.61, -1.68], [0.42, 0.52, -2.63], [2.18, -1.03, 1.88], [0.60, -2.16, 2.74], [1.77, -1.15, 0.61], [-0.07, -1.14, 3.30]],
  "lowdin_charge": [-0.06, -0.12, -0.17, 0.06, 0.05, 0.12, 0.05, 0.06, 0.23, 0.22, -0.23, -0.22]
}

---

{
  "formula": "C4H3ClF2",
  "method": "the ωB97M-V functional and the def2-TZVPD basis",
  "spin_multiplicity": 1,
  "energy_ha": -813.9124,
  "e_above_lowest_kcal_mol": 112.0,
  "homo_lumo_gap_ha": [0.2721, 0.3060],
  "lumo_ev": [-1.3232, -0.9009],
  "symbols": ["C", "C", "C", "C", "F", "F", "Cl", "H", "H", "H"],
  "coordinates": [[-0.16, -1.44, -0.11], [1.32, -0.04, 0.12], [0.13, 0.87, -0.23], [-0.99, -0.21, 0.10], [-0.28, -2.37, 0.86], [-2.11, -0.07, -0.78], [2.88, 0.30, -0.34], [0.21, 1.70, 0.54], [0.22, 1.38, -1.29], [-1.23, -0.11, 1.13]],
  "lowdin_charge": [0.01, -0.56, -0.21, -0.32, 0.01, -0.03, 0.69, 0.13, 0.15, 0.13]
}

---

{
  "formula": "C27H32N2O7S",
  "method": "the ωB97M-V functional and the def2-TZVPD basis",
  "spin_multiplicity": 1,
  "energy_ha": -2082.4222,
  "e_above_lowest_kcal_mol": 34.1,
  "homo_lumo_gap_ha": 0.3014,
  "smiles": "COCCCN1C(=O)C(=O)/C(=C(/O)c2ccc(S(=O)(=O)N3CCCCC3)cc2)[C@H]1c1cccc(OC)c1",
  "lumo_ev": -0.4688,
  "symbols": ["C", "O", "C", "C", "C", "N", "C", "O", "C", "O", "C", "C", "O", "C", "C", "C", "C", "S", "O", "O", "N", "C", "C", "C", "C", "C", "C", "C", "C", "C", "C", "C", "C", "C", "O", "C", "C", "H", "H", "H", "H", "H", "H", "H", "H", "H", "H", "H", "H", "H", "H", "H", "H", "H", "H", "H", "H", "H", "H", "H", "H", "H", "H", "H", "H", "H", "H", "H", "H"],
  "coordinates": [[-5.08, -0.36, 2.81], [-4.25, -1.16, 2.01], [-4.97, -2.13, 1.28], [-4.02, -3.01, 0.47], [-3.47, -2.38, -0.81], [-2.21, -1.69, -0.63], [-1.04, -2.22, -1.03], [-0.89, -3.30, -1.57], [0.05, -1.20, -0.70], [1.24, -1.35, -0.88], [-0.65, -0.08, -0.08], [-0.06, 1.01, 0.47], [-0.80, 1.90, 1.17], [1.39, 1.24, 0.36], [1.98, 1.35, -0.89], [3.35, 1.51, -0.99], [4.12, 1.54, 0.16], [5.91, 1.54, 0.02], [6.44, 2.02, 1.26], [6.26, 2.22, -1.19], [6.37, -0.03, -0.14], [6.31, -0.89, 1.02], [5.04, -1.74, 1.03], [4.93, -2.53, -0.27], [4.93, -1.56, -1.45], [6.19, -0.69, -1.41], [3.54, 1.48, 1.41], [2.16, 1.34, 1.51], [-2.13, -0.37, -0.05], [-2.87, 0.66, -0.88], [-2.76, 0.66, -2.26], [-3.43, 1.61, -3.00], [-4.21, 2.57, -2.38], [-4.32, 2.57, -0.98], [-5.11, 3.55, -0.46], [-5.23, 3.64, 0.94], [-3.66, 1.61, -0.24], [-5.62, -0.96, 3.55], [-4.43, 0.35, 3.33], [-5.81, 0.19, 2.20], [-5.68, -1.63, 0.60], [-5.55, -2.75, 1.97], [-3.19, -3.31, 1.11], [-4.58, -3.91, 0.19], [-4.19, -1.68, -1.23], [-3.26, -3.17, -1.54], [-0.24, 2.61, 1.49], [1.37, 1.31, -1.78], [3.84, 1.61, -1.95], [6.37, -0.24, 1.89], [7.19, -1.54, 1.00], [4.16, -1.11, 1.14], [5.08, -2.42, 1.89], [4.00, -3.11, -0.28], [5.77, -3.22, -0.36], [4.90, -2.11, -2.39], [4.03, -0.94, -1.40], [6.17, 0.10, -2.17], [7.07, -1.32, -1.59], [4.17, 1.53, 2.28], [1.70, 1.26, 2.49], [-2.52, -0.37, 0.97], [-2.14, -0.08, -2.75], [-3.35, 1.62, -4.08], [-4.74, 3.32, -2.94], [-5.86, 4.50, 1.13], [-5.71, 2.75, 1.36], [-4.26, 3.79, 1.42], [-3.72, 1.59, 0.83]],
  "lowdin_charge": [-0.11, -0.22, -0.23, -0.12, -0.11, 0.00, -0.37, 0.10, -0.23, 0.12, -0.03, -0.19, 0.12, -0.15, 0.00, -0.04, -0.25, 0.67, -0.28, -0.28, -0.24, -0.19, -0.17, -0.19, -0.17, -0.19, -0.05, 0.00, -0.17, -0.16, -0.03, -0.07, -0.01, -0.26, -0.08, -0.08, 0.03, 0.09, 0.09, 0.08, 0.13, 0.12, 0.13, 0.12, 0.13, 0.13, 0.13, 0.13, 0.12, 0.11, 0.13, 0.10, 0.11, 0.11, 0.11, 0.12, 0.09, 0.11, 0.13, 0.12, 0.13, 0.15, 0.12, 0.11, 0.12, 0.09, 0.08, 0.10, 0.10]
}